1.
A 2-piece molecular cluster, CH7N2Si overall. Source: OMol25; level of theory: wB97M-V/def2-TZVPD.

CARTESIAN COORDINATES (ANGSTROEM)
C -1.143 -1.678 -0.563
N -0.577 -0.822 -1.234
N 0.439 1.316 0.011
Si 1.306 1.314 1.467
H -1.852 -2.314 -1.083
H -0.526 -0.812 -2.273
H 0.344 0.384 -0.480
H -1.273 -1.829 0.468
H 1.584 2.510 2.367
H 1.572 -0.132 1.923
H 0.126 2.062 -0.604

charge	+1
LUMO energy	-5.538	eV
ΔE to the lowest compared entry with this formula, charge and spin	49.67	kcal per mole
E_tot	-11999.6240	eV

=====

2.
A 3-piece molecular cluster, C23H36FN3O2S overall. Source: OMol25; level of theory: wB97M-V/def2-TZVPD.

CARTESIAN COORDINATES (ANGSTROEM)
C -0.287 -5.510 5.764
C 0.028 -4.843 4.818
C 0.352 -3.861 3.817
C 1.658 -3.576 3.529
C 1.955 -2.577 2.573
S 3.618 -2.114 2.209
O 4.077 -1.257 3.249
O 3.724 -1.627 0.872
F 4.465 -3.422 2.302
C 0.963 -1.899 1.923
C -0.389 -2.192 2.197
N -1.347 -1.489 1.529
C -2.580 -1.811 1.811
C -3.691 -1.053 1.114
N -3.679 0.391 1.428
C -2.893 -2.834 2.756
N -2.001 -3.508 3.426
C -0.711 -3.181 3.143
H -0.624 -6.077 6.597
H 2.472 -4.089 4.021
H 1.211 -1.128 1.206
H -3.491 -1.151 0.047
H -4.661 -1.483 1.353
H -3.214 0.526 2.320
H -3.077 0.845 0.750
H -3.938 -3.065 2.937
C -0.509 5.737 -0.810
C -2.001 6.021 -0.959
C -2.696 6.333 0.366
C -2.661 5.200 1.393
C -3.263 3.880 0.915
C -4.745 3.975 0.567
H -0.324 4.862 -0.186
H -0.052 5.547 -1.782
H 0.005 6.588 -0.359
H -2.488 5.174 -1.449
H -2.134 6.876 -1.627
H -3.735 6.610 0.164
H -2.231 7.219 0.811
H -3.196 5.528 2.290
H -1.628 5.025 1.709
H -3.138 3.136 1.705
H -2.709 3.505 0.049
H -5.325 4.310 1.430
H -5.133 3.002 0.264
H -4.924 4.673 -0.253
C 4.257 -2.143 -5.818
C 3.410 -1.224 -4.943
C 3.925 -1.103 -3.509
C 3.941 -2.412 -2.718
C 2.592 -3.113 -2.599
C 1.561 -2.274 -1.854
H 4.268 -3.165 -5.438
H 3.868 -2.177 -6.837
H 5.290 -1.790 -5.865
H 2.373 -1.573 -4.943
H 3.395 -0.226 -5.390
H 3.320 -0.364 -2.977
H 4.942 -0.699 -3.529
H 4.314 -2.203 -1.712
H 4.663 -3.101 -3.168
H 2.739 -4.054 -2.061
H 2.208 -3.386 -3.586
H 1.921 -2.042 -0.851
H 0.622 -2.826 -1.755
H 1.341 -1.341 -2.375

LUMO energy	-1.204	eV
E_tot	-46551.2681	eV
SMILES	C#Cc1cc(S(=O)(=O)F)cc2nc(CN)cnc12.CCCCCC.CCCCCC

=====

3.
The molecule C3H7FO2. Source: OMol25; level of theory: wB97M-V/def2-TZVPD.

CARTESIAN COORDINATES (ANGSTROEM)
C -0.892 -0.616 -0.827
C -0.413 0.119 0.441
O -1.144 1.386 0.450
C 1.078 0.406 0.364
O 1.814 -0.748 0.751
F 1.432 0.583 -0.933
H -0.866 -0.021 -1.644
H -1.839 -0.986 -0.805
H -0.366 -1.567 -0.934
H -0.489 -0.420 1.324
H -2.010 1.330 0.929
H 1.271 1.267 0.902
H 2.423 -0.733 -0.018

LUMO energy	0.829	eV
ΔE to the lowest compared entry with this formula, charge and spin	7.57	kcal per mole
E_tot	-10035.9889	eV
SMILES	C[C@H](O)[C@@H](O)F

=====

4.
A 8-piece molecular cluster, C30H38Cl6N4O6 overall. Source: OMol25; level of theory: wB97M-V/def2-TZVPD.

CARTESIAN COORDINATES (ANGSTROEM)
C 3.883 -3.850 0.033
C 3.787 -4.153 -1.451
O 4.753 -3.283 -2.184
C 6.049 -3.663 -1.926
O 6.356 -4.653 -1.357
O 6.901 -2.816 -2.450
C 8.287 -2.930 -2.243
H 3.733 -2.777 0.237
H 4.898 -4.096 0.451
H 3.014 -4.349 0.511
H 2.790 -3.998 -1.764
H 3.982 -5.187 -1.596
H 8.464 -3.468 -1.317
H 8.739 -1.887 -2.064
H 8.773 -3.325 -3.142
C -3.639 3.039 4.456
C -2.978 1.811 3.770
O -3.853 0.655 4.126
C -3.720 -0.356 3.302
O -2.895 -0.439 2.369
O -4.676 -1.235 3.582
C -4.623 -2.405 2.729
H -3.627 2.907 5.525
H -4.689 3.140 4.108
H -2.996 3.842 4.077
H -1.908 1.637 4.016
H -2.982 1.901 2.699
H -4.440 -2.175 1.683
H -5.649 -2.903 2.836
H -3.810 -3.067 3.081
Cl 0.136 -2.605 -0.586
C -1.133 -2.324 0.651
Cl -1.023 -3.499 1.940
Cl -2.770 -2.452 -0.111
H -1.046 -1.293 1.052
Cl -0.646 -0.410 5.048
C 0.614 -0.001 3.861
Cl 1.683 -1.344 3.534
Cl 1.492 1.371 4.525
H 0.114 0.391 3.026
C -5.346 0.563 -0.037
C -5.078 1.929 -0.169
C -5.201 2.604 -1.369
N -5.491 1.968 -2.467
C -5.728 0.628 -2.414
C -5.663 -0.065 -1.218
H -5.240 0.035 0.845
H -4.866 2.416 0.706
H -5.184 3.699 -1.339
H -6.086 0.158 -3.287
H -5.850 -1.165 -1.229
C -2.112 0.782 -3.340
C -1.620 1.915 -3.908
C -0.273 2.194 -3.843
N 0.583 1.377 -3.286
C 0.098 0.183 -2.801
C -1.248 -0.140 -2.820
H -3.167 0.578 -3.495
H -2.322 2.623 -4.388
H 0.121 3.072 -4.333
H 0.876 -0.471 -2.421
H -1.580 -1.102 -2.481
C -0.517 3.380 -0.252
C -1.650 2.549 -0.283
C -1.480 1.256 0.184
N -0.283 0.750 0.675
C 0.766 1.601 0.673
C 0.698 2.903 0.166
H -0.579 4.412 -0.631
H -2.555 2.802 -0.858
H -2.305 0.581 0.106
H 1.594 1.104 1.155
H 1.586 3.478 0.078
C 5.161 -0.002 -0.610
C 4.519 0.519 -1.783
C 3.836 1.723 -1.736
N 3.669 2.389 -0.633
C 4.292 1.943 0.446
C 5.035 0.753 0.539
H 5.651 -0.920 -0.573
H 4.574 0.019 -2.781
H 3.349 2.101 -2.669
H 4.261 2.623 1.303
H 5.410 0.505 1.539

LUMO energy	0.487	eV
ΔE to the lowest compared entry with this formula, charge and spin	0.00	kcal per mole
E_tot	-125104.6735	eV
SMILES	CCOC(=O)OC.CCOC(=O)OC.ClC(Cl)Cl.ClC(Cl)Cl.c1ccncc1.c1ccncc1.c1ccncc1.c1ccncc1

=====

5.
The molecule C3H6N2O3. Source: OMol25; level of theory: wB97M-V/def2-TZVPD.

CARTESIAN COORDINATES (ANGSTROEM)
O 1.408 -0.382 2.334
N 1.179 -0.534 1.161
O 1.253 -1.541 0.491
C 0.709 0.726 0.565
N -0.810 0.513 0.765
C -1.192 -0.266 -0.354
C 0.000 -0.194 -1.367
O 0.864 0.800 -0.786
H 1.151 1.612 1.026
H -1.253 1.497 0.993
H -2.181 0.051 -0.840
H -1.296 -1.298 0.005
H 0.545 -1.162 -1.587
H -0.378 0.179 -2.407

LUMO energy	0.290	eV
ΔE to the lowest compared entry with this formula, charge and spin	126.72	kcal per mole
E_tot	-12326.7328	eV
SMILES	O=[N+]([O-])[C@@H]1NCCO1

=====

6.
A 2-piece molecular cluster, C26H29BrO2 overall. Source: OMol25; level of theory: wB97M-V/def2-TZVPD.

CARTESIAN COORDINATES (ANGSTROEM)
C 4.672 5.197 -2.287
C 4.072 3.909 -2.150
C 3.446 2.365 -2.020
C 1.817 2.357 -1.752
C 1.029 3.240 -0.613
C -0.613 3.242 -0.373
C -1.516 2.248 -1.318
C -0.706 1.316 -2.443
C 0.915 1.363 -2.695
C -1.688 0.293 -3.330
O -1.493 0.059 -4.641
C -2.909 -0.418 -2.436
C -3.297 -2.008 -2.625
C -4.494 -2.618 -1.686
C -4.828 -4.247 -1.866
C -4.038 -5.001 -0.600
C -2.390 -4.926 -0.746
Br -4.743 -6.840 -0.218
C -5.356 -1.687 -0.596
C -4.953 -0.093 -0.421
C -3.725 0.521 -1.317
C -3.178 2.098 -1.210
O -4.006 3.141 -1.023
H 5.448 6.026 -2.655
H 3.652 1.849 -3.076
H 4.057 1.710 -1.240
H 1.692 3.930 0.088
H -1.097 3.912 0.468
H 1.335 0.663 -3.558
H -2.652 -2.615 -3.408
H -6.002 -4.409 -1.778
H -4.500 -4.660 -2.912
H -4.294 -4.343 0.363
H -1.837 -5.843 -0.223
H -2.010 -3.960 -0.159
H -2.052 -4.912 -1.878
H -6.201 -2.243 -0.004
H -5.543 0.567 0.351
C 5.059 -0.255 3.729
C 4.444 0.406 2.506
C 3.495 1.555 2.855
C 2.259 1.160 3.674
C 1.369 0.092 3.034
C 0.762 0.530 1.710
H 4.297 -0.710 4.369
H 5.749 -1.047 3.422
H 5.621 0.472 4.324
H 3.929 -0.347 1.900
H 5.254 0.801 1.880
H 3.177 2.042 1.924
H 4.052 2.317 3.415
H 1.661 2.063 3.850
H 2.574 0.810 4.663
H 0.554 -0.143 3.730
H 1.928 -0.839 2.892
H 0.160 1.435 1.838
H 0.111 -0.257 1.316
H 1.532 0.729 0.958

LUMO energy	-1.732	eV
E_tot	-101546.0837	eV
SMILES	C#CCc1ccc2c(c1)C(=O)c1cc(C[C@H](C)Br)ccc1C2=O.CCCCCC

=====

7.
C4H12BCsO2S as an isolated structure. Source: OMol25; level of theory: wB97M-V/def2-TZVPD.

CARTESIAN COORDINATES (ANGSTROEM)
Cs 17.581 -15.445 12.738
B 19.567 -17.721 11.396
H 20.078 -17.675 12.437
H 19.554 -16.636 10.975
H 20.175 -18.398 10.668
H 18.449 -18.040 11.375
C 12.284 -16.186 10.130
C 13.371 -16.324 9.040
C 14.035 -14.979 8.870
S 14.059 -14.255 10.521
O 13.791 -12.835 10.425
O 15.295 -14.700 11.190
C 12.710 -15.129 11.200
H 12.118 -17.116 10.668
H 11.310 -15.848 9.780
H 12.868 -16.652 8.129
H 14.028 -17.163 9.271
H 13.406 -14.340 8.249
H 15.055 -14.866 8.506
H 11.973 -14.340 11.342
H 12.985 -15.607 12.134

LUMO energy	-0.405	eV
ΔE to the lowest compared entry with this formula, charge and spin	2.69	kcal per mole
E_tot	-20495.1842	eV

=====

8.
A 2-piece molecular cluster, C20H37N4O2Si2 overall. Source: OMol25; level of theory: wB97M-V/def2-TZVPD.

CARTESIAN COORDINATES (ANGSTROEM)
C 1.210 -1.591 1.616
N -0.247 -1.754 1.121
N -1.073 -2.157 2.098
C -2.436 -2.240 1.573
C -3.030 -1.937 0.121
N -4.520 -2.064 -0.139
C -1.922 -1.506 -0.989
C -2.321 -1.160 -2.535
C -2.962 0.384 -2.534
O -2.415 1.033 -1.314
Si -3.612 2.136 -0.601
C -4.696 3.028 -1.973
C -2.749 3.603 0.383
C -4.745 1.247 0.735
C -0.480 -1.453 -0.281
C 0.804 -1.019 -1.240
C 1.077 0.584 -0.990
O 2.487 0.993 -1.077
Si 2.489 2.750 -0.770
C 4.290 3.503 -0.854
C 1.755 3.238 0.947
C 1.482 3.678 -2.175
H 1.329 -1.901 2.753
H 1.592 -0.484 1.538
H 1.894 -2.364 1.016
H -3.239 -2.596 2.385
H -4.688 -1.479 -1.001
H -4.698 -3.078 -0.401
H -1.469 -1.304 -3.324
H -3.179 -1.932 -2.841
H -2.607 0.964 -3.491
H -4.135 0.298 -2.508
H -5.319 2.174 -2.485
H -3.899 3.448 -2.755
H -5.370 3.876 -1.530
H -3.571 4.275 0.928
H -2.172 4.323 -0.345
H -2.019 3.194 1.204
H -5.514 0.551 0.185
H -5.377 2.069 1.317
H -4.050 0.645 1.476
H 1.744 -1.705 -1.115
H 0.488 -1.116 -2.388
H 0.361 1.158 -1.752
H 0.640 0.830 0.083
H 4.151 4.652 -0.567
H 4.657 3.375 -1.982
H 4.976 2.923 -0.087
H 1.550 4.409 0.988
H 2.456 2.922 1.846
H 0.696 2.728 1.153
H 2.053 4.600 -2.615
H 1.296 2.844 -3.008
H 0.394 3.942 -1.768
N 3.887 -3.717 1.617
C 5.130 -4.097 1.249
C 5.938 -4.928 2.009
C 5.445 -5.396 3.222
C 4.169 -5.020 3.629
C 3.435 -4.188 2.799
H 5.471 -3.703 0.296
H 6.928 -5.203 1.663
H 6.050 -6.048 3.845
H 3.756 -5.367 4.569
H 2.432 -3.870 3.070

charge	+1
LUMO energy	-4.177	eV
E_tot	-47138.2284	eV

=====

| no. | maximum force (eV Å⁻¹) |
| --- | --- |
| 1 | 4.44 |
| 2 | 2.28 |
| 3 | 4.29 |
| 4 | 3.34 |
| 5 | 4.96 |
| 6 | 10.15 |
| 7 | 1.98 |
| 8 | 6.95 |